1.
ORCA calculation (ωB97M-V/def2-TZVPD) on C18H49N24O14 as an isolated structure in a non-equilibrium geometry.

The value obtained for the electronic energy is -83887.5705 eV. As for the net charge: +1. Its highest occupied orbital energy is -10.92 eV.

Element x y z (Å)
O: -5.273 2.748 -0.788
C: -4.958 1.850 -1.417
N: -4.565 0.894 -2.083
C: -3.388 0.311 -1.475
C: -2.177 1.005 -1.624
C: -1.067 0.469 -1.025
C: 0.258 1.150 -1.102
C: 0.195 2.569 -0.504
C: -0.172 2.402 0.972
O: 1.031 2.190 1.709
C: -1.335 -0.726 -0.342
O: -0.322 -1.338 0.322
N: -0.112 -2.703 -0.218
O: -0.347 -3.472 0.602
N: -2.509 -1.324 -0.290
N: -3.590 -0.815 -0.863
H: -2.110 1.933 -2.168
H: 0.583 1.164 -2.142
H: 0.973 0.550 -0.543
H: -0.513 3.154 -1.083
H: 1.181 2.991 -0.547
H: -0.829 1.547 1.132
H: -0.626 3.327 1.314
H: 1.305 1.272 1.625
H: -2.621 -2.198 0.211
C: -2.644 1.117 3.648
O: -1.938 0.807 2.695
N: -2.213 1.959 4.621
N: -3.903 0.615 3.810
H: -2.766 2.220 5.415
H: -1.285 2.330 4.528
H: -4.238 -0.017 3.107
H: -4.492 0.824 4.594
C: -0.502 -1.283 -4.748
O: 0.224 -0.771 -3.904
N: -0.312 -2.557 -5.188
N: -1.557 -0.616 -5.310
H: -0.891 -2.997 -5.878
H: 0.456 -3.076 -4.795
H: -1.717 0.327 -5.013
H: -2.161 -1.016 -6.003
C: -9.197 -0.117 -0.782
O: -10.279 -0.620 -0.573
N: -8.087 -0.858 -1.105
N: -8.984 1.237 -0.716
H: -7.184 -0.461 -1.282
H: -8.201 -1.852 -1.164
H: -9.769 1.815 -0.483
H: -8.097 1.668 -0.886
C: -2.704 -3.518 4.180
O: -3.597 -3.595 5.002
N: -2.410 -2.351 3.513
N: -1.889 -4.555 3.842
H: -1.660 -2.273 2.853
H: -2.968 -1.543 3.714
H: -2.030 -5.426 4.320
H: -1.148 -4.494 3.171
C: 1.650 -4.421 4.085
O: 1.116 -5.521 4.098
N: 2.264 -3.839 5.138
N: 1.667 -3.647 2.944
H: 2.670 -2.921 5.059
H: 2.305 -4.344 6.003
H: 1.236 -4.029 2.126
H: 2.101 -2.742 2.899
C: 1.905 5.838 -1.580
O: 1.105 4.903 -1.521
N: 2.561 6.296 -0.480
N: 2.196 6.479 -2.741
H: 3.223 7.048 -0.506
H: 2.371 5.842 0.393
H: 1.731 6.163 -3.569
H: 2.851 7.234 -2.807
C: 0.695 -5.768 -3.098
O: 1.634 -5.228 -3.658
N: 0.100 -5.212 -1.993
N: 0.163 -6.949 -3.519
H: -0.677 -5.618 -1.508
H: 0.490 -4.344 -1.670
H: 0.580 -7.378 -4.324
H: -0.607 -7.406 -3.069
C: 3.938 -0.582 0.282
O: 3.589 -0.251 1.409
N: 5.003 -0.023 -0.353
N: 3.271 -1.547 -0.422
H: 5.301 -0.283 -1.273
H: 5.510 0.689 0.141
H: 2.485 -1.962 0.036
H: 3.518 -1.849 -1.346
C: 4.466 -0.252 4.544
O: 4.018 -1.389 4.638
N: 5.108 0.360 5.579
N: 4.356 0.486 3.402
H: 5.483 1.287 5.529
H: 5.204 -0.160 6.432
H: 3.884 0.069 2.617
H: 4.715 1.416 3.310
C: 5.377 5.631 -4.035
O: 5.093 6.025 -2.916
N: 6.411 6.153 -4.759
N: 4.676 4.631 -4.653
H: 6.659 5.843 -5.678
H: 6.944 6.887 -4.332
H: 3.911 4.228 -4.144
H: 4.887 4.288 -5.570

Atoms 1-3, force components in eV/Å:
O -0.7731 0.9481 0.4463
C 0.5400 -0.6082 -0.5472
N 0.5396 -0.3098 0.7003

Here are the Löwdin charges for atoms 1 to 2, given in e: 0.2599, -0.2945



2.
ORCA calculation (ωB97M-V/def2-TZVPD) on C10H13P as an isolated structure in a non-equilibrium geometry.

The value obtained for the electronic energy is -19866.6003 eV. As for the net charge: 0. Its highest occupied orbital energy is -7.66 eV.

Element x y z (Å)
C: 1.899 2.645 -1.077
C: 2.844 1.678 -0.625
C: 0.672 2.257 -1.615
C: 2.412 0.382 -0.426
C: 0.271 0.915 -1.485
C: 1.079 0.017 -0.824
C: -1.746 -0.155 1.804
C: -0.484 -0.389 2.065
C: -1.194 -1.721 -1.172
C: 0.024 -1.689 1.738
P: 0.574 -1.673 -0.539
H: 2.358 3.643 -1.198
H: 3.860 1.984 -0.345
H: -0.021 3.019 -1.862
H: 3.131 -0.205 -0.004
H: -0.508 0.414 -1.929
H: -2.102 0.798 2.198
H: -2.363 -0.955 1.594
H: 0.189 0.463 2.227
H: -1.060 -1.467 -2.287
H: -1.738 -1.053 -0.633
H: -1.561 -2.697 -0.946
H: 0.945 -2.057 2.078
H: -0.702 -2.441 1.773

Atoms 1-3, force components in eV/Å:
C 1.7443 -0.3298 -0.9165
C -1.3230 0.5927 0.1512
C 0.5762 -0.3945 1.5226

Here are the Löwdin charges for atoms 1 to 2, given in e: -0.0854, -0.0885



3.
ORCA calculation (ωB97M-V/def2-TZVPD) on a 2-piece molecular cluster, C22H29N6O8 overall in a non-equilibrium geometry.

The value obtained for the electronic energy is -48597.8994 eV. As for the net charge: +1. Its highest occupied orbital energy is -11.79 eV.

Element x y z (Å)
O: -4.520 3.164 -3.030
O: 2.093 -0.100 6.405
O: 6.193 -0.994 3.933
O: -7.529 -3.430 -3.875
O: -7.589 -1.773 -5.292
O: -2.964 3.453 -1.420
O: 1.025 1.062 -3.481
O: -2.751 -0.561 -5.969
C: -3.411 2.928 -2.584
C: 2.808 0.886 6.284
C: 5.543 0.034 3.933
C: -0.247 -1.513 0.541
C: -3.428 -3.760 -4.293
C: -2.741 -2.701 -4.891
C: -0.842 0.273 -4.770
C: -1.144 1.944 -3.054
C: -3.040 1.166 -4.326
C: -4.821 -3.723 -4.197
C: -4.840 -1.588 -5.330
C: -0.307 1.093 -3.774
C: -2.216 0.286 -5.034
C: -3.439 -1.603 -5.401
C: -2.524 2.007 -3.325
C: -5.561 -2.638 -4.713
N: -0.217 -0.737 -0.508
N: 6.165 1.185 3.644
N: 0.278 -1.152 1.699
N: 3.695 1.031 5.293
N: -6.976 -2.611 -4.620
N: -0.824 -2.674 0.414
C: 2.701 2.023 7.271
C: 5.641 2.550 3.543
C: 0.808 0.182 2.044
C: 1.643 0.161 3.333
C: 3.151 -0.002 3.061
C: 4.054 -0.021 4.319
H: -3.688 4.028 -1.125
H: 1.544 0.964 -4.300
H: -2.885 -4.622 -3.918
H: -1.661 -2.732 -4.985
H: -0.206 -0.393 -5.342
H: -0.709 2.591 -2.297
H: -4.101 1.193 -4.560
H: -5.332 -4.565 -3.734
H: -5.362 -0.737 -5.758
H: -0.641 -1.009 -1.375
H: 0.232 0.160 -0.440
H: 7.148 1.059 3.448
H: 0.246 -1.824 2.449
H: 4.244 1.877 5.298
H: -1.239 -2.937 -0.461
H: -0.880 -3.300 1.199
H: 2.360 2.922 6.763
H: 1.985 1.750 8.046
H: 3.672 2.199 7.731
H: 5.716 3.053 4.509
H: 6.238 3.112 2.821
H: 4.604 2.558 3.206
H: -0.037 0.856 2.201
H: 1.415 0.585 1.231
H: 1.293 -0.639 3.987
H: 1.478 1.114 3.837
H: 3.309 -0.934 2.516
H: 3.466 0.815 2.412
H: 3.919 -0.988 4.810

Atoms 1-3, force components in eV/Å:
O 0.9938 0.0734 0.8279
O 0.2660 -0.0547 -0.4213
O -0.3108 -0.4403 -0.1117

Here are the Löwdin charges for atoms 1 to 2, given in e: 0.1152, 0.0470



Result set for ΔE to the lowest compared entry with this formula, charge and spin: 0.5986 0.7419 0.5161 eV, one per record in the order listed.